(1)
A cluster of 2 separate species, C4H10BrPS in total in a non-equilibrium geometry. Source: the OMol25 dataset; level of theory: ωB97M-V with the def2-TZVPD basis set.

Properties
- relative energy (zero: lowest compared OMol25 entry of this formula, charge and spin) (kcal per mole) = 34.98
- strongest force on any atom (hartree/bohr) = 0.08299
- LUMO (eV) = 0.4
- E (Eh) = -3471.9203
- structure (SMILES) = CP(S)Br.C=CC
- orbital gap (eV) = 9.390

Element x y z (Å)
C  -0.9180  -1.5411  -0.9112
P  -0.9989  0.2124  -1.6782
S  -1.9898  -0.1867  -3.5923
Br  1.0580  0.1897  -2.5287
H  -1.2339  -2.3837  -1.4608
H  0.2069  -1.5565  -0.6239
H  -1.4869  -1.4177  0.0414
H  -1.4507  0.7778  -4.2882
C  1.7082  1.5660  1.1001
C  0.5906  0.9273  1.2220
C  0.3063  -0.1296  2.2816
H  2.4354  1.5410  1.8673
H  1.7570  2.2493  0.2537
H  -0.2258  0.8100  0.5258
H  -0.3023  0.4108  3.1272
H  1.0877  -0.6816  2.7374
H  -0.5438  -0.7874  1.9268



(2)
An isolated molecule of C15H24O7 in a non-equilibrium geometry. Source: the OMol25 dataset; level of theory: ωB97M-V with the def2-TZVPD basis set.

Properties
- relative energy (zero: lowest compared OMol25 entry of this formula, charge and spin) (kcal per mole) = 0.00
- strongest force on any atom (hartree/bohr) = 0.07754
- LUMO (eV) = 0.5
- E (Eh) = -1112.5855
- structure (SMILES) = C=C[C@](C)(CC/C=C(\C)C(=O)O)O[C@@H]1OC[C@H](O)[C@H](O)[C@H]1O
- orbital gap (eV) = 9.960

Element x y z (Å)
C  1.4429  -0.9471  -2.8005
C  1.4645  -0.6451  -1.4616
C  0.2777  -0.5543  -0.5345
C  -0.9603  -1.3411  -1.0292
C  -0.0279  0.9826  -0.3588
C  -0.7527  1.6258  -1.5721
C  -1.2291  3.0429  -1.3025
C  -1.7612  3.8748  -2.3281
C  -1.8926  3.3872  -3.7783
C  -2.2706  5.2450  -2.0078
O  -2.4728  6.0506  -2.9116
O  -2.4489  5.5491  -0.6888
O  0.6297  -1.0288  0.7762
C  1.1703  -2.3292  0.9503
O  0.0879  -3.2324  1.2347
C  -0.6973  -2.7926  2.3648
C  0.1006  -2.2707  3.5753
O  0.0632  -0.8479  3.5808
C  1.5739  -2.7602  3.4311
O  2.3284  -2.2567  4.5301
C  2.2192  -2.3183  2.0933
O  3.3676  -3.1597  1.8341
H  2.4162  -0.9936  -3.3149
H  0.5920  -1.2802  -3.3879
H  2.4312  -0.4756  -1.0389
H  -1.2631  -1.0222  -2.0013
H  -1.7829  -1.2115  -0.3351
H  -0.6930  -2.4038  -1.1125
H  0.8964  1.5068  -0.1440
H  -0.6583  1.0567  0.5032
H  -1.6265  1.0776  -1.9161
H  -0.0389  1.6681  -2.4339
H  -1.1082  3.4725  -0.3135
H  -2.7844  3.7561  -4.2017
H  -1.0765  3.7417  -4.3394
H  -1.8996  2.3094  -3.8366
H  -2.7315  6.4655  -0.6670
H  1.6388  -2.6283  0.0135
H  -1.4339  -2.0094  2.1145
H  -1.3158  -3.6312  2.7158
H  -0.3400  -2.6316  4.4919
H  0.2883  -0.5616  2.6967
H  1.5111  -3.8360  3.4567
H  2.2251  -1.2876  4.6017
H  2.5853  -1.2985  2.2430
H  3.9555  -3.0571  2.6088



(3)
A structure of composition C15H41B2F8O6V2 in a non-equilibrium geometry. Source: the OMol25 dataset; level of theory: ωB97M-V with the def2-TZVPD basis set.

Properties
- expectation value of S² = 12.006
- charge = +1
- strongest force on any atom (hartree/bohr) = 0.09552
- LUMO (alpha / beta) (eV) = -3.2 / -3.3
- E (Eh) = -3784.4971
- multiplicity = 7
- orbital gap (alpha / beta) (eV) = 8.216 / 9.929

Element x y z (Å)
V  -11.2511  0.8451  7.4087
V  -14.3246  3.2489  8.5234
O  -13.0068  1.7007  8.2641
H  -12.9908  1.0185  8.9634
B  -12.8097  0.3543  5.2127
F  -14.1098  0.6941  5.5335
F  -12.3255  -0.5874  6.0712
F  -12.6653  -0.0355  3.9337
F  -12.0219  1.4784  5.4580
B  -9.7140  2.9944  8.0461
F  -8.5435  2.8433  7.2777
F  -10.7606  3.2134  7.1681
F  -9.9740  1.8203  8.6843
F  -9.5180  3.9970  8.9751
C  -14.3203  3.1354  12.6312
C  -13.2526  3.5104  11.6267
C  -12.1941  2.5260  11.2728
O  -14.0253  3.9980  10.5449
H  -15.1129  2.4617  12.3056
H  -14.8772  4.0512  12.8291
H  -13.9458  2.8346  13.6097
H  -12.8028  4.4484  11.9523
H  -11.6222  2.7904  10.3833
H  -12.6288  1.5881  10.9272
H  -11.5810  2.2309  12.1244
H  -14.3457  4.8554  10.8343
C  -16.1274  -0.0634  9.7773
C  -16.3180  0.7094  8.4672
C  -17.6692  0.6217  7.8074
O  -16.1042  2.0710  8.7275
H  -16.4132  0.4600  10.6897
H  -15.0508  -0.1605  9.9175
H  -16.6018  -1.0447  9.7874
H  -15.5771  0.3300  7.7635
H  -17.9304  -0.2933  7.2757
H  -17.8790  1.3786  7.0516
H  -18.3817  0.8551  8.5986
H  -16.9800  2.4637  8.7127
C  -11.6058  6.4823  8.9584
C  -12.6043  5.9717  7.9556
C  -12.3353  6.4804  6.5428
O  -12.6466  4.5944  7.9559
H  -11.9427  7.4992  9.1596
H  -10.5724  6.5653  8.6217
H  -11.4558  5.9185  9.8791
H  -13.5710  6.2426  8.3800
H  -13.1934  6.3340  5.8869
H  -11.6641  5.8573  5.9516
H  -11.9948  7.5142  6.4837
H  -11.8089  4.2519  7.6357
C  -11.0167  -3.1352  8.9112
C  -11.9637  -1.9315  9.1983
C  -12.4376  -1.9185  10.5878
O  -11.1265  -0.8107  9.0118
H  -10.1490  -3.1681  9.5701
H  -10.5985  -3.1226  7.9047
H  -11.5851  -4.0614  8.9956
H  -12.7396  -1.8389  8.4384
H  -13.2523  -2.6410  10.6374
H  -12.8375  -0.9111  10.7030
H  -11.6687  -1.9698  11.3588
H  -10.7075  -0.6194  9.8541
C  -14.1354  4.2238  4.1770
C  -15.0313  4.0148  5.4068
C  -16.3927  3.6138  5.1562
O  -14.4600  3.1208  6.3027
H  -14.4358  3.4645  3.4551
H  -13.0521  4.2454  4.2960
H  -14.4713  5.2333  3.9401
H  -15.1512  4.9637  5.9296
H  -16.6547  4.2374  4.3015
H  -17.1160  3.7216  5.9645
H  -16.4432  2.6508  4.6482
H  -14.2205  2.3254  5.8216